Entry 1:
{"formula": "C4H8P", "method": "ωB97M-V/def2-TZVPD", "elements": ["C", "C", "C", "C", "P", "H", "H", "H", "H", "H", "H", "H", "H"], "positions_angstrom": [[-1.723, -0.750, -0.068], [-0.804, -1.561, -0.667], [0.899, -0.091, 1.537], [0.365, 1.225, -1.233], [0.005, -0.111, -0.099], [-2.745, -0.730, 0.397], [-0.808, -2.787, -1.112], [1.114, -1.100, 1.933], [0.617, 0.680, 2.226], [1.982, 0.421, 1.229], [-0.183, 2.037, -0.751], [-0.086, 1.363, -2.191], [1.367, 1.403, -1.201]], "atomic_forces_ev_per_a": [[2.642, -0.884, -0.245], [-2.094, -3.012, -0.110], [3.781, 1.203, -2.686], [-2.549, 0.472, 1.523], [-2.550, -1.046, 0.738], [1.173, 0.129, -0.883], [0.308, 4.173, 1.372], [-0.462, 0.646, -0.193], [-1.079, 0.008, 0.460], [-2.333, -1.663, 0.590], [0.463, 0.506, 0.584], [-0.119, -1.270, -0.952], [2.820, 0.738, -0.199]], "total_charge": 1, "lumo_ev": -4.0}

=====

Entry 2:
{"formula": "C3H5ClO4S", "method": "ωB97M-V/def2-TZVPD", "elements": ["C", "C", "C", "O", "O", "O", "O", "S", "Cl", "H", "H", "H", "H", "H"], "positions_angstrom": [[-0.432, 0.723, -1.305], [1.091, -0.199, 0.296], [-0.398, 0.121, 0.094], [-3.039, 0.959, 0.252], [-3.644, -0.990, -1.205], [0.105, 1.764, -1.525], [-1.161, -1.022, 0.379], [-3.309, -0.485, 0.111], [1.766, -1.347, -0.845], [-0.985, 0.111, -2.069], [1.288, -0.615, 1.210], [1.713, 0.756, 0.408], [-0.822, 0.795, 0.750], [-1.194, -1.494, -0.474]], "atomic_forces_ev_per_a": [[-1.217, -0.610, -0.152], [0.588, 2.930, 0.211], [2.397, -0.730, -0.810], [-0.385, -2.167, -0.549], [0.698, 0.412, 0.500], [0.037, 0.062, -0.230], [0.135, -1.150, -1.945], [-1.554, 2.059, 0.382], [-0.033, -0.080, -0.687], [0.270, 0.410, 0.010], [-0.138, -1.369, 2.444], [-0.920, -1.140, -1.086], [0.017, 2.084, 1.477], [0.104, -0.711, 0.434]], "total_charge": 0, "lumo_ev": -0.3}

=====

Entry 3:
{"formula": "C39H29BrGeN4OV", "method": "ωB97M-V/def2-TZVPD", "elements": ["V", "Br", "C", "C", "C", "C", "C", "C", "N", "N", "C", "C", "C", "C", "O", "C", "N", "C", "C", "C", "C", "H", "H", "H", "H", "H", "H", "H", "H", "H", "C", "Ge", "C", "C", "C", "C", "C", "C", "C", "C", "C", "C", "C", "C", "C", "C", "C", "C", "C", "C", "H", "H", "H", "H", "H", "H", "H", "H", "H", "H", "H", "H", "H", "H", "H", "C", "C", "C", "N", "C", "C", "H", "H", "H", "H", "H"], "positions_angstrom": [[0.868, -1.022, 1.846], [1.095, 5.558, -4.368], [1.859, 5.540, -2.620], [2.731, 4.528, -2.259], [3.301, 4.517, -0.996], [3.031, 5.540, -0.066], [2.131, 6.548, -0.472], [1.548, 6.554, -1.723], [3.642, 5.731, 1.162], [4.266, 4.734, 1.770], [3.817, 3.449, 1.773], [4.788, 2.447, 1.949], [4.495, 1.087, 1.912], [3.198, 0.635, 1.758], [2.837, -0.667, 1.660], [2.178, 1.594, 1.791], [0.907, 1.081, 1.839], [-0.117, 1.919, 1.872], [0.042, 3.297, 1.885], [1.318, 3.828, 1.824], [2.436, 2.996, 1.754], [2.964, 3.739, -2.962], [3.980, 3.717, -0.739], [1.921, 7.342, 0.234], [0.862, 7.342, -2.007], [5.812, 2.783, 2.054], [5.291, 0.353, 1.974], [-1.094, 1.450, 1.892], [-0.826, 3.939, 1.925], [1.448, 4.900, 1.842], [-0.762, -1.202, 1.267], [-1.912, -1.414, -0.220], [-1.768, -3.314, -0.761], [-2.602, -4.235, -0.122], [-2.465, -5.603, -0.319], [-1.479, -6.089, -1.166], [-0.638, -5.194, -1.811], [-0.784, -3.828, -1.607], [-3.808, -1.143, 0.143], [-4.755, -1.316, -0.869], [-6.106, -1.113, -0.624], [-6.532, -0.731, 0.642], [-5.604, -0.554, 1.657], [-4.252, -0.760, 1.405], [-1.419, -0.121, -1.605], [-2.043, 1.128, -1.577], [-1.615, 2.170, -2.391], [-0.555, 1.980, -3.264], [0.073, 0.743, -3.315], [-0.350, -0.288, -2.487], [-3.385, -3.879, 0.541], [-3.131, -6.291, 0.189], [-1.368, -7.155, -1.324], [0.136, -5.558, -2.477], [-0.101, -3.162, -2.115], [-4.436, -1.609, -1.864], [-6.826, -1.250, -1.421], [-7.586, -0.568, 0.834], [-5.928, -0.253, 2.646], [-3.527, -0.621, 2.201], [-2.874, 1.302, -0.901], [-2.096, 3.139, -2.332], [-0.214, 2.797, -3.887], [0.909, 0.587, -3.985], [0.195, -1.221, -2.518], [1.981, -5.770, 1.395], [2.934, -4.794, 1.162], [2.594, -3.465, 1.355], [1.366, -3.090, 1.742], [0.450, -4.042, 1.967], [0.719, -5.389, 1.815], [2.215, -6.816, 1.240], [3.934, -5.039, 0.832], [3.288, -2.648, 1.203], [-0.533, -3.675, 2.232], [-0.068, -6.109, 1.992]], "atomic_forces_ev_per_a": [[-0.465, 0.443, 0.050], [-0.024, -0.011, -0.002], [-0.020, 0.037, 0.000], [0.018, -0.071, 0.052], [0.005, -0.102, -0.035], [0.060, 0.179, 0.370], [-0.077, 0.072, -0.075], [0.032, -0.018, 0.046], [-0.160, -0.346, -0.174], [-0.052, 0.273, -0.053], [0.073, -0.286, -0.005], [-0.094, 0.123, -0.047], [0.090, -0.064, -0.166], [-0.011, -0.590, 0.130], [0.006, 0.355, 0.000], [-0.199, 0.253, -0.233], [0.045, 0.361, 0.119], [-0.071, -0.251, -0.009], [0.138, 0.171, -0.030], [-0.192, 0.105, -0.010], [0.213, -0.090, 0.112], [0.007, 0.005, -0.001], [0.035, -0.015, 0.034], [0.000, 0.009, -0.013], [-0.001, 0.002, -0.002], [0.016, -0.016, -0.006], [0.023, 0.030, 0.006], [-0.004, 0.035, 0.003], [-0.006, -0.007, 0.000], [0.092, 0.070, -0.025], [0.443, -0.077, 0.075], [0.154, -0.161, -0.145], [-0.005, -0.108, -0.005], [-0.034, 0.013, -0.043], [-0.016, 0.013, 0.017], [0.013, -0.007, -0.010], [-0.018, 0.022, 0.007], [0.016, -0.009, 0.054], [-0.232, 0.042, -0.030], [-0.047, 0.027, 0.080], [0.023, -0.009, -0.020], [-0.034, 0.007, 0.006], [0.062, -0.011, -0.010], [-0.040, 0.010, 0.049], [0.024, 0.126, -0.103], [-0.033, 0.012, -0.032], [-0.002, -0.052, 0.026], [0.029, 0.024, -0.054], [-0.048, 0.009, 0.037], [0.027, 0.068, 0.027], [0.004, 0.024, 0.008], [-0.003, 0.001, 0.001], [-0.005, -0.003, 0.003], [0.005, -0.004, 0.003], [0.027, 0.039, -0.022], [0.019, -0.002, -0.003], [-0.009, 0.003, 0.006], [-0.002, -0.002, -0.003], [-0.019, 0.002, -0.001], [0.022, -0.006, -0.012], [-0.002, -0.027, 0.023], [-0.021, -0.003, 0.003], [0.019, -0.005, 0.010], [0.011, 0.003, -0.001], [0.010, -0.058, 0.001], [0.063, -0.151, -0.037], [-0.003, 0.164, 0.015], [-0.084, -0.076, 0.044], [0.259, -0.493, 0.114], [-0.006, -0.003, -0.133], [-0.096, 0.124, 0.004], [0.005, 0.007, 0.013], [-0.008, -0.047, -0.007], [0.038, -0.027, -0.004], [-0.002, -0.028, 0.023], [0.018, -0.027, -0.009]], "spin_multiplicity": 3, "total_charge": -1, "s2": 2.37, "lumo_ev": [2.0, 2.1]}

=====

Values for ΔE to the lowest compared entry with this formula, charge and spin, kJ/mol, ordered as above
92.1; 9.0; 0.0